# 1
# C16H48Cr2O9

A molecular structure, C16H48Cr2O9 at a distorted geometry (ωB97M-V/def2-TZVPD, OMol25).

Geometry (Å):
Cr -12.8907 15.4009 12.4506
Cr -12.8251 13.4242 14.9613
C -14.3978 11.2489 12.4133
C -13.1089 12.0204 12.3729
O -13.2245 13.3074 12.9373
H -15.2279 11.7032 11.8774
H -14.7005 11.0260 13.4459
H -14.2712 10.2009 12.1214
H -12.7182 12.0399 11.3493
H -12.3761 11.4272 12.9431
O -12.2104 15.3714 14.3852
H -11.2622 15.3640 14.1923
C -11.7603 9.6407 15.7897
C -12.6846 10.5970 16.5086
O -13.3800 11.4454 15.5162
H -11.0044 10.1623 15.2014
H -12.3523 8.9663 15.1713
H -11.1888 9.0571 16.5135
H -12.1343 11.2676 17.1682
H -13.4523 10.0770 17.0762
H -14.0664 10.8739 15.1291
C -19.8815 12.0245 10.3764
C -18.6581 12.8892 10.5950
O -18.6322 13.9693 9.6726
H -19.8765 11.1310 11.0022
H -19.9419 11.7915 9.3149
H -20.7863 12.5602 10.6659
H -17.7295 12.3052 10.5028
H -18.5888 13.3161 11.5965
H -18.3617 13.6754 8.7992
C -13.6365 13.9565 8.9330
C -13.8314 15.4462 9.0487
O -13.8384 15.8152 10.4694
H -12.9641 13.6460 9.7387
H -13.2384 13.6454 7.9707
H -14.5722 13.4164 9.0804
H -14.8045 15.7368 8.6586
H -13.0137 15.9974 8.5874
H -13.9258 16.7770 10.4860
C -14.6561 7.4960 13.2552
C -15.0185 7.4822 14.7189
O -15.4276 8.8225 15.1098
H -15.4139 7.9426 12.6142
H -14.3861 6.4917 12.9238
H -13.7143 8.0329 13.0927
H -14.0894 7.2942 15.2668
H -15.7820 6.7490 14.9683
H -15.5081 8.8264 16.0693
C -11.5245 9.9982 9.2536
C -12.8812 9.6870 8.6624
O -12.6573 8.5405 7.8403
H -11.1377 9.2749 9.9671
H -11.4162 10.9578 9.7839
H -10.8538 10.1463 8.4041
H -13.2238 10.4982 8.0153
H -13.6146 9.4293 9.4308
H -13.4359 7.9778 7.8546
C -17.1418 15.6714 12.3010
C -15.9859 16.5660 12.7401
O -14.8925 15.7198 13.1930
H -17.8472 16.2274 11.6839
H -17.6702 15.3074 13.1795
H -16.6993 14.9044 11.6684
H -16.3126 17.2607 13.5117
H -15.6231 17.1315 11.8868
H -15.0483 15.4603 14.1055
C -9.7800 15.1113 9.3289
C -10.2107 14.3852 10.6062
O -10.9803 15.3105 11.4722
H -8.9006 14.5830 8.9604
H -9.5883 16.1777 9.4367
H -10.5474 15.0024 8.5590
H -9.3013 14.1927 11.1707
H -10.8575 13.5473 10.3829
H -10.5296 16.1639 11.4549

Output
Multiplicity: 9
Expectation value of S²: 20.026
Net charge: +2
HOMO (alpha / beta) in eV: -14.216 / -14.216

# 2
# C16H48O16

8 unconnected molecules or ions with the total composition C16H48O16 at a distorted geometry (ωB97M-V/def2-TZVPD, OMol25).

Geometry (Å):
O 13.8434 10.6794 7.6475
C 14.0798 9.7282 6.5938
C 12.9795 8.6833 6.5151
O 11.6860 9.2655 6.7007
H 14.1975 11.5198 7.3430
H 14.2235 10.2697 5.6579
H 15.0261 9.2212 6.8131
H 13.1545 7.8238 7.1570
H 12.9930 8.3142 5.4813
H 11.7927 10.2185 6.7873
O 7.3275 6.5534 8.4301
C 6.6112 5.6718 7.5639
C 5.7294 4.7519 8.3939
O 4.8201 5.4834 9.2021
H 8.2477 6.5503 8.1395
H 6.0219 6.2522 6.8478
H 7.3432 5.0637 7.0181
H 6.3535 4.1606 9.0641
H 5.2348 4.0656 7.6919
H 3.9685 5.5434 8.7642
O 12.1318 3.9811 10.5352
C 13.2920 4.6908 10.1234
C 14.5541 4.1184 10.7555
O 14.4921 4.0619 12.1539
H 12.1863 3.1042 10.1386
H 13.4076 4.6367 9.0316
H 13.2529 5.7604 10.3288
H 15.3881 4.7754 10.4984
H 14.7719 3.1358 10.3086
H 13.7413 3.5211 12.4200
O 9.8405 6.2298 1.4995
C 9.4099 6.9272 2.6673
C 10.6526 7.2797 3.4792
O 11.7904 7.5803 2.6447
H 9.0610 5.9629 1.0051
H 8.7822 7.7860 2.4167
H 8.8322 6.2236 3.2802
H 10.9380 6.4021 4.0605
H 10.5073 8.1442 4.1283
H 11.9353 8.5275 2.7025
O 11.2440 8.1633 9.6367
C 10.6223 6.8968 9.6036
C 10.7799 6.2480 8.2435
O 9.9468 6.9155 7.2935
H 10.7463 8.7638 9.0725
H 11.0154 6.2146 10.3520
H 9.5440 6.9967 9.7656
H 10.4950 5.1940 8.3063
H 11.8260 6.3170 7.9330
H 10.4659 7.4679 6.7002
O 13.7114 10.4363 10.4726
C 12.5241 11.0211 10.9359
C 12.3660 12.4598 10.5052
O 13.4476 13.2513 10.9950
H 13.7610 10.5183 9.5071
H 11.6539 10.3848 10.7298
H 12.5442 11.0282 12.0325
H 11.4151 12.8919 10.8203
H 12.3560 12.5095 9.4030
H 14.0455 13.4014 10.2617
O 7.4780 2.8570 12.9647
C 7.8897 1.9528 11.9548
C 8.8542 2.6024 10.9738
O 9.5698 3.6469 11.5974
H 6.5733 2.6781 13.2298
H 8.2983 1.0334 12.3886
H 7.0039 1.6416 11.3807
H 8.3369 3.0047 10.0962
H 9.5493 1.8183 10.6442
H 10.4502 3.7465 11.2156
O 12.1524 8.6323 12.3317
C 13.4757 8.2840 12.6897
C 13.7456 8.6873 14.1123
O 12.7552 8.1211 14.9645
H 12.0656 8.5072 11.3778
H 13.6492 7.2032 12.5906
H 14.1593 8.8195 12.0178
H 13.7586 9.7760 14.2332
H 14.7468 8.3151 14.3662
H 13.1288 8.0676 15.8475

Output
SMILES: OCCO.OCCO.OCCO.OCCO.OCCO.OCCO.OCCO.OCCO
Net charge: 0
HOMO in eV: -9.054

# 3
# C16H48O16

8 unconnected molecules or ions with the total composition C16H48O16 at a distorted geometry (ωB97M-V/def2-TZVPD, OMol25).

Geometry (Å):
O 1.0463 4.2207 -3.9095
C 0.1686 5.1083 -3.2464
C -0.5726 4.3760 -2.1826
O 0.3495 4.0020 -1.1838
H 1.6681 4.7258 -4.4398
H 0.6487 5.9506 -2.7196
H -0.5301 5.5795 -3.9587
H -1.0898 3.4911 -2.5786
H -1.3233 5.0437 -1.7351
H -0.1396 3.9143 -0.3455
O -1.9208 -3.1148 -3.3114
C -1.9202 -4.5363 -3.4655
C -1.2611 -4.9712 -4.7297
O -1.7921 -4.3815 -5.9165
H -2.4854 -2.7255 -3.9890
H -1.3241 -4.9167 -2.6317
H -2.9218 -4.9739 -3.3745
H -1.2913 -6.0656 -4.8703
H -0.1861 -4.7858 -4.7546
H -2.7287 -4.5952 -5.9922
O -0.5772 -0.1814 5.0709
C -1.8811 -0.0289 4.5109
C -2.3100 1.4289 4.5693
O -1.1869 2.3191 4.3923
H -0.4479 -1.1260 5.1970
H -1.9135 -0.3686 3.4645
H -2.5918 -0.6078 5.1176
H -2.7378 1.6219 5.5644
H -3.0491 1.6293 3.7830
H -1.5662 3.1428 4.0357
O 1.4233 -4.9355 0.9798
C 1.4682 -3.5018 0.7656
C 2.8891 -3.0284 0.6003
O 3.3624 -3.0530 -0.7476
H 0.9339 -5.3299 0.2535
H 0.8470 -3.1933 -0.0755
H 1.0747 -3.0290 1.6741
H 3.5685 -3.5046 1.3132
H 2.9251 -1.9731 0.9048
H 3.6608 -3.9518 -0.9389
O 2.2103 0.4415 5.6404
C 2.9969 0.3582 4.4265
C 2.1769 0.1533 3.1920
O 1.2560 1.2368 3.1094
H 2.4429 -0.3013 6.1996
H 3.5595 1.2921 4.3034
H 3.7793 -0.4076 4.5325
H 1.6506 -0.8021 3.0942
H 2.8752 0.2857 2.3433
H 0.7104 1.0226 2.3305
O 1.8862 -1.1983 -5.4870
C 1.1949 -2.3434 -4.9834
C 1.6499 -2.5838 -3.5666
O 3.0800 -2.6219 -3.5693
H 1.3762 -0.8676 -6.2304
H 0.1203 -2.1354 -5.0467
H 1.3803 -3.2375 -5.5989
H 1.2416 -3.5419 -3.2163
H 1.3306 -1.7504 -2.9329
H 3.3180 -3.1344 -2.7888
O -1.2724 4.4011 1.0118
C -1.3140 5.6561 1.7051
C -0.8674 5.5048 3.1494
O -1.9070 5.0170 3.9734
H -2.1095 3.9453 1.1453
H -0.6352 6.3008 1.1457
H -2.3320 6.0526 1.6463
H -0.5508 6.4867 3.5211
H 0.0034 4.8521 3.1363
H -2.6013 5.6751 4.0473
O -0.1709 0.0753 0.9516
C -1.5188 0.0080 0.4469
C -1.7137 -1.2751 -0.3179
O -0.7129 -1.3374 -1.3523
H 0.3634 -0.2969 0.2292
H -2.2293 0.0651 1.2711
H -1.6868 0.8520 -0.2306
H -2.7168 -1.2939 -0.7688
H -1.5946 -2.1383 0.3517
H -0.9549 -2.0893 -1.9139

Output
SMILES: OCCO.OCCO.OCCO.OCCO.OCCO.OCCO.OCCO.OCCO
Net charge: 0
HOMO in eV: -8.768

# 4
# C16H48O16

8 unconnected molecules or ions with the total composition C16H48O16 at a distorted geometry (ωB97M-V/def2-TZVPD, OMol25).

Geometry (Å):
O -1.3798 1.9517 0.0777
C -0.7580 0.7867 0.6077
C 0.3981 0.2965 -0.2144
O 0.0300 -0.3636 -1.4138
H -2.1603 2.0728 0.6461
H -0.5003 0.9341 1.6625
H -1.5117 -0.0080 0.7158
H 0.9759 -0.3903 0.4069
H 1.0185 1.1670 -0.4493
H 0.8425 -0.7393 -1.7896
O -3.8358 1.8779 1.4887
C -3.9746 2.4441 2.7843
C -2.6448 2.7431 3.4275
O -2.9094 3.3259 4.7078
H -4.2926 1.0474 1.3642
H -4.6170 3.3263 2.7438
H -4.4986 1.7072 3.4048
H -2.0404 3.4658 2.8672
H -2.0337 1.8414 3.5592
H -2.1579 3.8707 4.9496
O 4.1931 -0.5606 -5.0077
C 2.9297 -1.2019 -4.8933
C 2.0731 -0.5671 -3.8064
O 2.5903 -0.8792 -2.5240
H 4.0692 0.3667 -5.2353
H 2.4592 -1.2658 -5.8800
H 3.1302 -2.2313 -4.5900
H 1.0663 -0.9856 -3.8655
H 1.9804 0.5084 -3.9997
H 3.5187 -0.6222 -2.4718
O 3.4430 -5.4524 -2.4080
C 2.7354 -4.2337 -2.1607
C 1.9718 -4.2333 -0.8639
O 2.8519 -4.0393 0.2459
H 4.1280 -5.2416 -3.0483
H 3.3981 -3.3678 -2.1437
H 2.0133 -4.1520 -2.9805
H 1.3514 -5.1265 -0.7327
H 1.2417 -3.4131 -0.8907
H 2.3437 -4.2839 1.0254
O -2.6601 -1.6438 -0.8731
C -2.8883 -2.1604 -2.1825
C -4.0446 -3.1415 -2.1028
O -5.2503 -2.4613 -1.8256
H -1.7989 -1.2044 -0.8949
H -3.1344 -1.3317 -2.8546
H -1.9879 -2.6720 -2.5468
H -3.7772 -3.9231 -1.3854
H -4.1524 -3.6654 -3.0549
H -5.3497 -2.3983 -0.8719
O 2.7854 4.2089 5.1254
C 1.8028 3.1705 4.9296
C 1.2589 3.2380 3.5125
O 2.2207 2.7764 2.5864
H 3.6444 3.7847 5.1755
H 2.3052 2.2195 5.1047
H 0.9922 3.3456 5.6411
H 0.9087 4.2364 3.2284
H 0.3886 2.5780 3.4438
H 3.0460 3.2570 2.7021
O 1.2199 -1.5185 2.8937
C 0.8577 -0.7941 4.0676
C -0.2619 -1.4998 4.8036
O 0.1433 -2.7798 5.2383
H 2.1699 -1.6474 2.8818
H 1.7604 -0.7065 4.6805
H 0.5968 0.2416 3.8199
H -1.1308 -1.5807 4.1415
H -0.5457 -0.9315 5.6880
H 0.5684 -3.2350 4.5037
O -1.5880 3.0434 -5.5529
C -0.3894 3.0311 -4.7757
C -0.5138 2.2796 -3.4702
O -1.5859 2.7590 -2.6701
H -1.6465 2.1914 -5.9942
H 0.3710 2.4905 -5.3556
H -0.0851 4.0681 -4.6517
H 0.4349 2.3845 -2.9254
H -0.7012 1.2231 -3.7165
H -1.4217 2.3922 -1.7792

Output
SMILES: OCCO.OCCO.OCCO.OCCO.OCCO.OCCO.OCCO.OCCO
Net charge: 0
HOMO in eV: -9.484

# 5
# C16H48O16

8 unconnected molecules or ions with the total composition C16H48O16 at a distorted geometry (ωB97M-V/def2-TZVPD, OMol25).

Geometry (Å):
C -3.6200 -3.6933 -2.7185
C -4.3966 -3.2522 -1.4042
O -3.5959 -2.2965 -0.8097
O -2.2350 -3.7878 -2.4142
H -3.9109 -2.9237 -3.4335
H -3.9810 -4.6819 -3.0021
H -4.5414 -3.9464 -0.5764
H -5.3668 -2.7691 -1.5193
H -4.0065 -2.1984 0.0525
H -2.1920 -2.9447 -1.9570
C 4.8769 0.9904 -0.8328
C 6.1292 1.8516 -0.3549
O 6.7207 2.3945 -1.4669
O 3.8004 1.8071 -1.2794
H 4.4840 0.3805 -0.0193
H 5.1106 0.4899 -1.7724
H 6.8331 1.2710 0.2413
H 5.8570 2.7761 0.1543
H 6.7350 3.3544 -1.4683
H 3.7851 1.7705 -2.2386
C 0.2601 -0.4994 -0.6187
C -0.8479 -0.2148 0.4443
O -0.2391 -0.7665 1.6754
O 1.2788 0.3601 -0.3699
H -0.0346 -0.4804 -1.6679
H 0.7824 -1.4348 -0.4178
H -1.8035 -0.6049 0.0937
H -1.0962 0.8280 0.6419
H 0.6721 -0.4730 1.6041
H 0.9914 1.1759 -0.7863
C -0.0667 -3.2513 -5.5878
C 0.3094 -2.2548 -4.5126
O 1.3725 -1.2936 -4.7767
O 0.9022 -4.2437 -5.8310
H -0.2198 -2.7222 -6.5284
H -0.9366 -3.8147 -5.2504
H 0.5444 -2.7903 -3.5928
H -0.5348 -1.6562 -4.1703
H 1.0633 -0.3849 -4.7922
H 0.5370 -5.1310 -5.8631
C 2.5099 3.5038 1.7853
C 3.5315 2.5589 2.3720
O 3.0762 1.1752 2.6381
O 1.3196 3.4774 2.5953
H 2.2484 3.1108 0.8028
H 2.8460 4.5388 1.7236
H 3.8774 2.9911 3.3109
H 4.2758 2.3968 1.5923
H 2.8267 0.8408 1.7735
H 1.2643 2.6598 3.0954
C -3.3994 -2.9891 4.7000
C -2.6445 -2.5066 3.3910
O -1.2688 -2.7643 3.5425
O -3.1546 -4.2693 5.0874
H -4.4890 -2.9614 4.6920
H -3.0190 -2.3977 5.5329
H -2.7680 -1.4429 3.1875
H -2.9360 -3.0855 2.5146
H -0.8819 -2.1228 2.9422
H -2.1951 -4.2955 5.0738
C -1.8970 1.4827 3.8850
C -1.4235 2.6560 4.7607
O -0.0516 2.7635 4.8138
O -3.3140 1.6241 3.7873
H -1.6195 0.5400 4.3566
H -1.3747 1.5321 2.9296
H -1.7450 2.6115 5.8012
H -1.8966 3.5448 4.3431
H 0.2074 3.2631 5.5915
H -3.7466 1.7244 4.6384
C -0.1124 2.4393 -3.8770
C -0.8745 2.7134 -2.5749
O -0.1257 2.9620 -1.4202
O 0.4321 1.1304 -4.0563
H 0.5230 3.2793 -4.1574
H -1.0234 2.5411 -4.4668
H -1.3869 1.8029 -2.2643
H -1.6096 3.5167 -2.6248
H -0.7729 3.2348 -0.7658
H 1.3715 1.2796 -3.9268

Output
Multiplicity: 2
Expectation value of S²: 0.756
Net charge: +1
HOMO (alpha / beta) in eV: -11.242 / -11.242

# 6
# C16H48O22PV

A molecular structure, C16H48O22PV at a distorted geometry (ωB97M-V/def2-TZVPD, OMol25).

Geometry (Å):
O -0.3200 -0.3099 -0.1997
V 1.0614 -1.0200 0.1703
O 1.7147 -0.2129 1.4551
P 2.2166 -2.9332 -1.3660
O 0.7547 -2.3651 -1.5428
O 2.7764 -2.2596 -0.0490
O 3.1748 -2.6589 -2.5503
O 2.3547 -4.4748 -1.3074
C 1.9536 1.7860 -1.6344
C 1.4649 2.0432 -3.0468
O 0.1411 1.6469 -3.3091
O 2.1084 0.3843 -1.3775
H 1.2616 2.2104 -0.8985
H 2.8974 2.3167 -1.4311
H 2.0843 1.4273 -3.7234
H 1.6031 3.0996 -3.3088
H 0.1306 0.7252 -3.6914
H 2.6850 0.0037 -2.0753
C -1.0094 -1.4808 -4.1591
C -2.0134 -1.5472 -3.0061
O -1.7749 -2.5549 -2.0484
O 0.2495 -1.0052 -3.7701
H -1.4429 -0.8387 -4.9351
H -0.9236 -2.4815 -4.5953
H -3.0304 -1.7473 -3.3767
H -2.1046 -0.5802 -2.4902
H -0.8281 -2.4709 -1.6884
H 0.4434 -1.5285 -2.9103
C 4.9791 -2.2542 2.7064
C 4.8333 -0.8262 2.1732
O 4.8401 -0.7541 0.7724
O 3.8360 -3.0152 2.4861
H 5.1620 -2.2148 3.7886
H 5.9179 -2.6519 2.2849
H 5.6771 -0.1889 2.4852
H 3.9497 -0.4281 2.7011
H 4.1211 -1.3663 0.4458
H 3.5225 -2.8769 1.5469
C -0.6186 -2.6287 2.3278
C -1.6355 -3.7136 2.2599
O -1.3295 -4.7908 3.1712
O 0.4160 -2.7707 1.3986
H -0.2159 -2.5767 3.3442
H -1.1250 -1.6876 2.1364
H -1.7085 -4.1416 1.2580
H -2.6053 -3.3169 2.5754
H -2.1503 -5.2943 3.1727
H 0.9738 -3.4833 1.7563
C -1.5588 1.7111 2.2892
C -2.3255 2.7221 3.0964
O -2.3530 3.9696 2.4160
O -0.1755 1.8864 2.4038
H -1.8370 1.7725 1.2449
H -1.8241 0.7060 2.6493
H -1.8022 2.8467 4.0575
H -3.3649 2.4831 3.3003
H -1.4221 4.1743 2.2307
H 0.0989 1.4306 3.2063
C -4.5700 -2.1229 -0.7726
C -3.8257 -1.0242 -0.1356
O -4.6320 0.1405 0.1902
O -5.3776 -2.7854 0.2020
H -3.8412 -2.7909 -1.2463
H -5.2356 -1.7731 -1.5684
H -2.9612 -0.6586 -0.7053
H -3.2886 -1.3880 0.7565
H -5.3537 -0.2040 0.7412
H -5.8207 -3.5021 -0.2587
C -2.6294 2.8715 -1.7298
C -3.6846 2.1990 -2.5877
O -4.9342 1.9757 -1.8949
O -1.7246 3.6009 -2.5090
H -2.0635 2.1219 -1.1461
H -3.0971 3.4745 -0.9463
H -3.3460 1.3070 -3.1290
H -3.9744 2.9147 -3.3740
H -4.7580 1.4055 -1.1218
H -1.1447 2.8818 -2.8614
C 4.5879 3.8447 1.1183
C 3.6538 2.9235 1.8070
O 2.3127 3.3888 1.6935
O 4.7237 5.1025 1.8110
H 4.2512 3.9932 0.0791
H 5.5729 3.3907 0.9850
H 3.9497 2.6873 2.8409
H 3.6627 1.9012 1.3892
H 1.7351 2.6350 1.8931
H 3.9082 5.5939 1.6605

Output
Net charge: -2
HOMO in eV: -0.918